Computed, not measured: a molecular structure, C39H44IN4O2PbS2Si2Te, with ωB97M-V/def2-TZVPD.

Last column: Löwdin charge in e.
CARTESIAN COORDINATES (ANGSTROEM)
Pb  -0.698  1.254  0.169  1.5771
C  2.320  4.981  0.394  0.0131
C  1.964  3.580  0.801  -0.3171
O  0.954  3.084  0.273  -0.1524
C  2.791  2.896  1.812  -0.0707
C  3.695  3.682  2.546  0.0119
C  4.470  3.164  3.563  -0.0232
C  4.354  1.821  3.879  -0.0077
C  3.484  1.006  3.167  -0.0313
C  2.720  1.522  2.136  -0.2617
O  1.877  0.724  1.388  -0.5404
H  1.700  5.278  -0.448  0.0950
H  3.369  5.063  0.111  0.1128
H  2.151  5.671  1.224  0.1122
H  3.781  4.735  2.325  0.1203
H  5.150  3.801  4.109  0.1295
H  4.945  1.397  4.680  0.1320
H  3.411  -0.039  3.429  0.0888
S  -0.010  -5.255  0.409  1.0237
C  -0.120  -6.957  0.284  -0.3634
C  -1.025  -7.329  -0.657  -0.1374
C  -1.640  -6.219  -1.291  -0.0861
C  -1.200  -5.013  -0.821  -0.4664
C  -1.600  -3.677  -1.263  -0.1714
C  -1.082  -2.518  -0.653  -0.1408
N  -1.323  -1.279  -1.027  0.0414
C  -2.155  -1.097  -2.081  -0.1585
C  -2.790  -2.167  -2.723  -0.1110
C  -3.713  -1.920  -3.801  0.0170
C  -3.961  -0.665  -4.221  0.0156
C  -3.279  0.453  -3.624  -0.1088
C  -3.470  1.763  -4.081  0.0977
C  -2.748  2.818  -3.546  -0.1712
C  -1.846  2.484  -2.528  -0.1142
N  -1.685  1.260  -2.041  -0.0341
C  -2.380  0.235  -2.574  -0.1564
C  -2.905  4.202  -3.988  -0.4854
C  -3.868  4.711  -4.814  -0.0908
C  -3.734  6.105  -5.032  -0.1409
C  -2.670  6.634  -4.370  -0.3709
S  -1.821  5.447  -3.484  1.0387
C  -2.491  -3.468  -2.297  0.0848
H  0.488  -7.584  0.916  0.0824
H  -1.247  -8.359  -0.895  0.1228
H  -2.384  -6.328  -2.066  0.1213
H  -0.428  -2.654  0.204  0.0177
H  -4.199  -2.768  -4.266  0.1327
H  -4.654  -0.471  -5.029  0.1329
H  -4.177  1.933  -4.883  0.1381
H  -1.226  3.263  -2.096  0.0808
H  -4.657  4.120  -5.257  0.1210
H  -4.399  6.688  -5.651  0.1213
H  -2.326  7.656  -4.370  0.0822
H  -2.955  -4.302  -2.807  0.1354
C  2.995  -3.459  -1.103  -0.2028
Si  4.446  -2.712  -0.193  0.4399
C  5.646  -3.976  0.422  -0.1599
C  5.198  -1.316  -1.160  -0.1661
C  3.737  -1.852  1.408  -0.4313
Te  1.747  -1.219  1.200  1.7829
C  1.074  -1.662  3.157  -0.4242
Si  -0.772  -1.744  3.737  0.4499
C  -1.831  -0.631  2.656  -0.2119
C  -0.706  -1.070  5.462  -0.1613
C  -1.373  -3.488  3.632  -0.1611
H  3.348  -3.960  -2.008  0.0563
H  2.266  -2.711  -1.434  0.0123
H  2.476  -4.217  -0.509  -0.0043
H  6.148  -4.461  -0.417  0.0536
H  5.151  -4.755  1.005  0.0459
H  6.420  -3.522  1.044  0.0496
H  5.599  -1.668  -2.112  0.0519
H  6.022  -0.856  -0.611  0.0477
H  4.462  -0.538  -1.385  0.0344
H  4.313  -0.946  1.609  0.0262
H  3.749  -2.488  2.295  0.0393
H  1.583  -0.909  3.763  0.0134
H  1.558  -2.623  3.368  0.0382
H  -1.581  0.424  2.808  0.0093
H  -2.879  -0.749  2.941  0.0605
H  -1.766  -0.921  1.601  -0.0322
H  -0.359  -0.035  5.478  0.0440
H  -0.049  -1.658  6.106  0.0524
H  -1.701  -1.093  5.911  0.0541
H  -1.520  -3.828  2.606  0.0074
H  -2.336  -3.565  4.143  0.0563
H  -0.692  -4.183  4.127  0.0517
I  -5.793  5.203  -0.346  0.9786
C  -3.888  4.526  0.022  -0.7579
C  -2.726  5.271  0.094  -0.1120
N  -1.716  4.419  0.312  0.0126
N  -2.153  3.146  0.395  -0.1506
C  -3.477  3.208  0.218  -0.1818
H  -2.567  6.333  -0.001  0.1395
H  -0.728  4.608  0.382  0.1347
H  -4.082  2.315  0.244  0.1265

relative energy (zero: lowest compared OMol25 entry of this formula, charge and spin) = 0.000 eV
frontier orbital gap = 5.84 eV
net charge = +3
E_LUMO = -8.6 eV